1.
C30H45FN4O5P2Zn as an isolated structure at a distorted geometry, computed with the ωB97M-V functional and the def2-TZVPD basis.

The geometry in ORCA input format:
```
! RIJCOSX wB97M-V def2-TZVPD def2/J DEFGRID3
* xyz 2 1
C -0.63 4.29 3.09
O -2.01 4.19 3.34
C -2.72 3.70 2.22
C -4.03 2.97 2.64
C -4.49 1.94 1.55
C -5.41 0.84 2.13
C -5.90 -0.20 1.07
C -4.74 -0.96 0.33
C -4.08 -2.00 1.28
C -2.67 -2.52 0.86
C -1.74 -1.47 0.23
N -1.38 -1.72 -1.00
C -0.58 -0.71 -1.47
C -0.10 -0.86 -2.81
C -0.48 -2.10 -3.63
C 0.40 -3.36 -3.36
N 0.16 -3.97 -2.03
C 0.69 0.14 -3.43
F 1.08 -0.07 -4.67
C 1.05 1.34 -2.72
C 1.88 2.35 -3.52
C 3.41 2.09 -3.44
C 3.93 1.65 -2.05
N 4.21 0.19 -1.97
C 4.26 -0.13 -0.52
C 5.03 -1.40 -0.20
C 6.21 -1.78 -0.88
C 6.85 -2.96 -0.46
C 6.35 -3.75 0.59
C 5.17 -3.40 1.26
C 4.53 -2.22 0.86
O 3.37 -1.82 1.52
C 0.63 1.51 -1.40
P 1.00 2.98 -0.38
O 2.04 4.00 -1.14
O -0.45 3.78 -0.25
C -0.20 0.46 -0.76
N -0.57 0.66 0.52
C -1.35 -0.31 1.03
P -1.87 -0.07 2.79
C -1.48 -1.60 3.78
O -0.99 1.12 3.47
H -0.11 4.42 4.05
H -0.21 3.36 2.64
H -0.36 5.12 2.40
H -2.95 4.49 1.47
H -2.10 2.94 1.70
H -4.81 3.71 2.87
H -3.78 2.37 3.54
H -3.56 1.55 1.09
H -5.01 2.51 0.76
H -6.30 1.33 2.57
H -4.89 0.32 2.96
H -6.41 0.41 0.29
H -6.67 -0.89 1.46
H -5.23 -1.45 -0.54
H -4.07 -0.18 -0.06
H -4.13 -1.62 2.31
H -4.75 -2.89 1.28
H -2.18 -3.04 1.69
H -2.85 -3.32 0.07
H -0.53 -1.83 -4.69
H -1.51 -2.36 -3.33
H 0.07 -4.12 -4.09
H 1.47 -3.20 -3.57
H 0.60 -3.36 -1.35
H 0.67 -4.85 -2.03
H 1.60 2.20 -4.58
H 1.59 3.40 -3.33
H 3.91 3.06 -3.67
H 3.77 1.39 -4.22
H 3.27 1.89 -1.20
H 4.89 2.18 -1.87
H 5.15 0.08 -2.34
H 3.21 -0.16 -0.18
H 4.76 0.73 -0.01
H 6.59 -1.15 -1.68
H 7.76 -3.26 -0.99
H 6.84 -4.67 0.91
H 4.72 -3.96 2.08
H 3.63 -1.02 2.01
H 2.06 4.82 -0.61
H -0.82 3.78 -1.15
H -2.40 -1.99 4.23
H -0.78 -1.33 4.60
H -0.95 -2.37 3.19
H -0.03 0.96 3.42
Zn -3.56 -4.87 -0.57
*
```

Properties
total energy: -4326.50375 a.u.
largest force on an atom: 3.39 eV/Å
HOMO: -12.934 eV
gap between HOMO and LUMO: 2.04 eV
lowest unoccupied orbital energy: -10.9 eV



2.
One molecule with the formula C3H5ClFN at a distorted geometry, computed with the ωB97M-V functional and the def2-TZVPD basis.

The geometry in ORCA input format:
```
! RIJCOSX wB97M-V def2-TZVPD def2/J DEFGRID3
* xyz 0 3
C 0.79 -0.36 -0.77
C 0.08 0.04 0.54
C -0.06 0.87 -1.03
N -0.96 -0.68 1.06
F 0.49 2.11 -0.89
Cl -0.57 -2.16 1.87
H 1.87 -0.04 -0.93
H 0.47 -1.23 -1.15
H 0.61 0.78 1.33
H -1.07 0.88 -1.61
H -1.63 -0.20 1.58
*
```

Properties
total energy: -731.85774 a.u.
energy above the lowest of the compared OMol25 structures with the same formula, charge and spin: 0.0 kcal per mole
largest force on an atom: 7.27 eV/Å
HOMO (spin up / spin down): -5.281 / -9.259 eV
gap between HOMO and LUMO (spin up / spin down): 6.36 / 7.08 eV
lowest unoccupied orbital energy (spin up / spin down): 1.1 / -2.2 eV
⟨S²⟩: 2.015



3.
A 7-piece molecular cluster, C30H71B2I2N8O12P2 overall at a distorted geometry, computed with the ωB97M-V functional and the def2-TZVPD basis.

The geometry in ORCA input format:
```
! RIJCOSX wB97M-V def2-TZVPD def2/J DEFGRID3
* xyz -1 1
C -2.54 3.58 2.81
C -1.82 4.34 1.70
C -2.21 3.76 0.35
C -1.35 4.23 -0.84
C -1.01 5.70 -0.62
C -0.16 3.28 -1.20
C 1.24 3.87 -1.53
I 2.26 4.68 0.22
C 1.33 4.93 -2.65
C 2.66 4.80 -3.42
I -0.28 4.99 -4.08
O 0.14 2.70 0.12
B 0.42 1.29 0.13
P -0.76 0.46 1.51
N 0.05 0.53 3.10
O -0.94 -1.19 1.08
P 2.32 0.82 0.38
N 2.40 -0.88 0.77
O 3.04 0.89 -1.17
O -0.20 0.83 -1.11
C -0.53 1.93 -1.95
C -2.01 1.68 -2.28
B 0.27 1.51 -3.27
O -0.19 0.37 -3.95
O 1.35 2.20 -3.79
C 2.31 1.42 -4.49
H -3.60 3.51 2.61
H -2.39 4.06 3.77
H -2.13 2.58 2.88
H -2.10 5.38 1.76
H -0.76 4.21 1.85
H -3.21 4.13 0.13
H -2.32 2.69 0.39
H -2.01 4.21 -1.70
H -1.94 6.20 -0.40
H -0.60 6.21 -1.48
H -0.36 5.90 0.22
H 1.89 3.07 -1.80
H 1.37 5.90 -2.19
H 3.18 3.88 -3.17
H 2.53 4.90 -4.48
H 3.31 5.62 -3.11
H 0.38 1.49 3.16
H 0.88 -0.05 3.09
H -0.78 -1.72 1.87
H 1.56 -1.23 1.21
H 3.14 -1.07 1.42
H 3.92 1.23 -1.04
H -2.73 2.17 -1.63
H -2.28 1.92 -3.31
H -2.18 0.62 -2.18
H 0.29 -0.41 -3.63
H 3.24 1.98 -4.51
H 2.49 0.50 -3.99
H 1.94 1.22 -5.49
C -0.74 -5.80 0.80
O -0.86 -5.35 1.93
N -0.15 -5.16 -0.22
C -0.05 -5.76 -1.54
C 0.39 -3.82 0.00
H -1.11 -6.80 0.53
H 1.00 -5.84 -1.82
H -0.56 -5.13 -2.27
H -0.49 -6.75 -1.54
H 1.15 -3.86 0.77
H -0.40 -3.16 0.33
H 0.82 -3.44 -0.92
C 5.71 8.16 -1.50
O 4.69 7.70 -1.97
N 6.05 8.11 -0.19
C 7.28 8.69 0.29
C 5.15 7.46 0.75
H 6.46 8.68 -2.12
H 7.89 7.92 0.76
H 7.06 9.47 1.03
H 7.84 9.14 -0.52
H 5.01 6.42 0.46
H 4.18 7.96 0.73
H 5.57 7.51 1.75
C -0.47 -9.79 2.03
O -0.95 -9.04 1.21
N 0.43 -9.42 2.96
C 0.96 -10.35 3.93
C 0.87 -8.03 2.98
H -0.74 -10.86 2.10
H 0.73 -10.01 4.94
H 2.05 -10.41 3.82
H 0.54 -11.34 3.78
H 0.02 -7.37 3.14
H 1.33 -7.77 2.03
H 1.59 -7.89 3.78
C -6.03 -3.18 0.25
O -7.03 -3.65 0.78
N -4.77 -3.55 0.52
C -3.62 -2.95 -0.14
C -4.55 -4.58 1.52
H -6.10 -2.39 -0.51
H -3.07 -3.73 -0.66
H -2.97 -2.48 0.60
H -3.93 -2.19 -0.85
H -5.05 -5.50 1.22
H -4.97 -4.27 2.48
H -3.49 -4.77 1.63
C 2.62 -2.21 -2.32
O 1.81 -1.87 -3.16
N 3.90 -2.51 -2.59
C 4.83 -2.89 -1.54
C 4.37 -2.43 -3.96
H 2.37 -2.29 -1.25
H 5.66 -2.19 -1.50
H 5.22 -3.90 -1.74
H 4.32 -2.90 -0.58
H 4.24 -1.42 -4.34
H 3.80 -3.12 -4.58
H 5.43 -2.70 -4.00
C -5.60 0.03 1.99
O -4.71 0.59 1.39
N -6.39 0.58 2.93
C -7.44 -0.18 3.59
C -6.19 1.97 3.29
H -5.84 -1.03 1.80
H -8.41 0.29 3.40
H -7.25 -0.20 4.66
H -7.46 -1.20 3.21
H -6.32 2.60 2.41
H -5.18 2.11 3.66
H -6.91 2.26 4.05
*
```

Properties
total energy: -3854.65074 a.u.
largest force on an atom: 4.00 eV/Å
HOMO: -3.147 eV
gap between HOMO and LUMO: 5.08 eV
lowest unoccupied orbital energy: 1.9 eV



4.
C35H23F5MnN2O4PS as an isolated structure, computed with the ωB97M-V functional and the def2-TZVPD basis.

The geometry in ORCA input format:
```
! RIJCOSX wB97M-V def2-TZVPD def2/J DEFGRID3
* xyz -1 6
Mn 0.41 -0.17 1.16
F -6.32 -2.39 0.86
C -5.03 -2.29 1.22
C -4.12 -1.67 0.40
F -4.51 -1.17 -0.78
C -2.79 -1.58 0.79
F -1.95 -0.97 -0.08
C -2.31 -2.08 1.99
S -0.63 -2.00 2.51
C -3.27 -2.69 2.80
F -2.93 -3.21 3.98
C -4.60 -2.80 2.43
F -5.49 -3.40 3.25
O 4.38 0.02 -0.03
C 3.28 -0.46 0.16
O 2.41 0.00 1.01
C 2.87 -1.70 -0.62
P 1.07 -1.76 -0.90
C 0.66 -3.45 -1.42
C 1.04 -3.99 -2.65
C 0.71 -5.30 -2.96
C 0.01 -6.07 -2.05
C -0.38 -5.54 -0.83
C -0.05 -4.22 -0.51
C 0.85 -0.73 -2.39
C -0.34 -0.84 -3.11
C -0.61 0.02 -4.16
C 0.30 1.01 -4.50
C 1.47 1.13 -3.78
C 1.75 0.27 -2.73
H 3.11 -2.57 0.00
H 3.45 -1.78 -1.54
H 1.58 -3.38 -3.37
H 1.01 -5.72 -3.91
H -0.25 -7.10 -2.29
H -0.94 -6.14 -0.12
H -0.36 -3.79 0.44
H -1.07 -1.60 -2.85
H -1.54 -0.08 -4.71
H 0.08 1.70 -5.30
H 2.18 1.92 -4.02
H 2.68 0.40 -2.19
O -0.28 1.37 2.75
C -0.58 2.14 1.83
N -1.08 3.40 1.93
C -1.11 4.02 0.62
C -0.70 2.80 -0.27
O -0.64 2.85 -1.48
N -0.43 1.74 0.53
C -2.50 4.53 0.25
C -3.42 4.81 1.25
C -4.67 5.33 0.95
C -5.02 5.58 -0.37
C -4.10 5.30 -1.38
C -2.85 4.79 -1.07
C -0.11 5.18 0.51
C 0.65 5.40 -0.64
C 1.51 6.49 -0.71
C 1.63 7.37 0.36
C 0.87 7.16 1.50
C 0.01 6.07 1.57
H -0.95 3.90 2.80
H -3.18 4.59 2.28
H -5.38 5.53 1.74
H -5.99 5.98 -0.61
H -4.36 5.49 -2.41
H -2.14 4.56 -1.86
H 0.56 4.72 -1.47
H 2.10 6.64 -1.60
H 2.30 8.21 0.30
H 0.95 7.84 2.34
H -0.58 5.94 2.47
*
```

Properties
total energy: -4148.13305 a.u.
energy above the lowest of the compared OMol25 structures with the same formula, charge and spin: 0.0 kcal per mole
largest force on an atom: 0.82 eV/Å
HOMO (spin up / spin down): -5.058 / -5.193 eV
gap between HOMO and LUMO (spin up / spin down): 7.53 / 7.67 eV
lowest unoccupied orbital energy (spin up / spin down): 2.5 / 2.5 eV
⟨S²⟩: 8.755



5.
C38H26LiN7O6 as an isolated structure, computed with the ωB97M-V functional and the def2-TZVPD basis.

The geometry in ORCA input format:
```
! RIJCOSX wB97M-V def2-TZVPD def2/J DEFGRID3
* xyz -2 1
Li -0.02 -1.28 1.17
O -2.59 2.00 1.70
C -1.97 0.92 1.62
N -1.15 0.43 0.70
C -0.88 1.10 -0.49
C -1.55 2.24 -0.94
C -1.21 2.86 -2.15
C -0.15 2.35 -2.90
C 0.51 1.20 -2.49
C 0.15 0.52 -1.31
N 0.76 -0.65 -0.86
C 1.37 -1.46 -1.70
O 1.46 -1.44 -2.95
C 2.00 -2.67 -1.02
C 2.03 -3.89 -1.71
C 2.52 -5.01 -1.07
C 3.00 -4.88 0.23
C 2.97 -3.63 0.81
N 2.48 -2.55 0.21
C -2.16 -0.05 2.78
C -3.11 0.20 3.76
C -3.28 -0.73 4.77
C -2.51 -1.88 4.77
C -1.58 -2.05 3.76
N -1.40 -1.15 2.80
H -2.33 2.64 -0.32
H -1.75 3.74 -2.47
H 0.14 2.83 -3.83
H 1.29 0.77 -3.10
H 1.63 -3.93 -2.71
H 2.50 -5.97 -1.56
H 3.36 -5.74 0.78
H 3.33 -3.48 1.83
H -3.69 1.11 3.69
H -4.02 -0.56 5.55
H -2.63 -2.64 5.53
H -0.96 -2.94 3.67
O -0.76 -5.38 1.39
C -0.69 -4.30 0.78
O -0.31 -3.18 1.22
C -1.09 -4.28 -0.70
C -1.01 -5.44 -1.46
C -1.13 -5.42 -2.85
C -1.36 -4.20 -3.43
O -1.49 -3.87 -4.77
C -1.33 -2.45 -4.75
O -1.81 -2.00 -3.51
C -1.51 -3.05 -2.67
C -1.38 -3.06 -1.31
H -0.78 -6.36 -0.93
H -1.02 -6.32 -3.45
H -1.93 -2.01 -5.55
H -0.27 -2.20 -4.84
H -1.43 -2.15 -0.72
N 1.03 4.04 -0.10
C 0.88 5.39 -0.31
C 0.60 6.14 -1.45
C 0.52 7.51 -1.28
C 0.71 8.12 -0.03
C 0.97 7.36 1.10
C 1.05 5.97 0.96
N 1.26 4.99 1.91
C 1.23 3.87 1.23
C 1.41 2.52 1.78
C 0.81 2.11 2.97
C 0.95 0.78 3.34
N 1.63 -0.13 2.63
C 2.25 0.29 1.53
C 2.15 1.59 1.06
H 0.79 3.32 -0.78
H 0.45 5.67 -2.41
H 0.31 8.14 -2.14
H 0.64 9.19 0.06
H 1.09 7.82 2.07
H 0.22 2.80 3.55
H 0.46 0.42 4.23
H 2.79 -0.46 0.98
H 2.61 1.87 0.12
*
```

Properties
total energy: -2306.20915 a.u.
energy above the lowest of the compared OMol25 structures with the same formula, charge and spin: 1.1 kcal per mole
largest force on an atom: 0.42 eV/Å
HOMO: -1.632 eV
gap between HOMO and LUMO: 6.02 eV
lowest unoccupied orbital energy: 4.4 eV



6.
An isolated ion of composition CH2O6PS and charge -1 at a distorted geometry, computed with the ωB97M-V functional and the def2-TZVPD basis.

The geometry in ORCA input format:
```
! RIJCOSX wB97M-V def2-TZVPD def2/J DEFGRID3
* xyz -1 1
C -0.57 -0.42 -1.35
O 1.53 -0.74 0.43
O -0.81 -1.51 1.01
O 1.01 -0.11 2.67
O 1.68 1.59 1.22
O -1.20 -0.62 -2.36
O -0.09 0.86 -1.06
P 0.10 -1.78 -0.16
S 0.76 0.42 1.14
H 0.38 -0.77 2.90
H -0.34 1.48 -1.79
*
```

Properties
total energy: -1230.37414 a.u.
energy above the lowest of the compared OMol25 structures with the same formula, charge and spin: 13.7 kcal per mole
largest force on an atom: 4.45 eV/Å
HOMO: -4.434 eV
gap between HOMO and LUMO: 8.04 eV
lowest unoccupied orbital energy: 3.6 eV
structure (SMILES): O=C(O)[P@]1([O-])=[S@@](=O)(O)O1



7.
A 2-piece molecular cluster, C9H16NO overall at a distorted geometry, computed with the ωB97M-V functional and the def2-TZVPD basis.

The geometry in ORCA input format:
```
! RIJCOSX wB97M-V def2-TZVPD def2/J DEFGRID3
* xyz 1 1
C 1.64 -1.28 -1.03
C 0.79 -1.48 -2.25
N 2.99 -1.98 -1.16
H 1.79 -0.21 -0.84
H 1.29 -1.60 -0.06
H 0.41 -2.51 -2.28
H 1.27 -1.23 -3.19
H 3.56 -1.52 -1.87
H 3.49 -1.93 -0.28
H 2.85 -2.96 -1.45
H -0.12 -0.88 -2.24
C -2.19 3.16 0.06
C -0.51 -0.35 1.72
C -1.85 -0.40 1.39
C 0.35 0.76 1.63
C -2.35 0.78 0.83
C -0.24 1.85 0.99
C -1.58 1.90 0.57
O 0.10 -1.50 2.21
H -2.47 -1.26 1.60
H -0.55 -2.15 2.49
H 1.31 0.69 2.10
H -3.40 0.80 0.57
H 0.38 2.73 0.83
H -1.58 4.05 0.20
H -3.16 3.43 0.47
H -2.24 3.07 -1.03
*
```

Properties
total energy: -482.27625 a.u.
energy above the lowest of the compared OMol25 structures with the same formula, charge and spin: 10.4 kcal per mole
largest force on an atom: 2.35 eV/Å
HOMO: -11.147 eV
gap between HOMO and LUMO: 7.54 eV
lowest unoccupied orbital energy: -3.6 eV



8.
An isolated ion of composition C15H17Cl2O5S and charge -1 at a distorted geometry, computed with the ωB97M-V functional and the def2-TZVPD basis.

The geometry in ORCA input format:
```
! RIJCOSX wB97M-V def2-TZVPD def2/J DEFGRID3
* xyz -1 1
C 1.85 -0.14 2.97
C 2.17 -1.40 2.20
O 1.48 -1.27 0.94
C 0.60 -0.15 1.03
C 0.74 0.68 -0.29
C -0.27 1.81 -0.34
C -1.63 1.37 0.02
O -2.66 1.73 -0.67
C -1.83 0.47 1.18
C -0.87 -0.69 1.16
O 0.94 0.62 2.15
H 1.36 -0.36 3.92
H 2.75 0.47 3.14
H 3.24 -1.51 1.99
H 1.79 -2.29 2.71
H 1.76 1.08 -0.30
H 0.62 -0.03 -1.12
H 0.00 2.56 0.42
H -0.27 2.28 -1.34
H -1.61 1.10 2.06
H -2.87 0.14 1.21
H -1.04 -1.35 0.30
H -0.94 -1.26 2.09
Cl -8.03 8.18 -1.89
C -7.20 6.71 -1.58
C -6.94 6.32 -0.26
C -6.23 5.14 -0.02
C -5.76 4.39 -1.09
S -4.81 2.88 -0.81
C -3.02 3.18 -0.54
Cl -2.59 3.89 1.01
O -5.30 2.24 0.40
O -4.84 2.18 -2.08
C -6.08 4.73 -2.40
C -6.79 5.91 -2.66
H -7.30 6.93 0.56
H -6.03 4.81 1.00
H -2.60 3.72 -1.39
H -5.78 4.09 -3.22
H -7.02 6.20 -3.68
*
```

Properties
total energy: -2276.43884 a.u.
largest force on an atom: 2.94 eV/Å
HOMO: -0.849 eV
gap between HOMO and LUMO: 3.37 eV
lowest unoccupied orbital energy: 2.5 eV